Computed, not measured: a molecular structure, C39H36AlCl2NP2 at a distorted geometry, with wB97M-V/def2-TZVPD.

Cartesian coordinates (Å):
Al1 -0.584 0.378 0.460
C1 -0.605 -3.415 -0.627
C2 -1.641 -3.192 0.464
P1 -2.084 -1.478 0.908
C3 -2.501 -1.546 2.660
C4 -3.790 -1.302 3.126
C5 -4.057 -1.389 4.484
C6 -3.045 -1.716 5.374
C7 -1.760 -1.972 4.910
C8 -1.486 -1.887 3.556
C9 -3.524 -0.959 -0.046
C10 -4.087 0.288 0.247
C11 -5.170 0.746 -0.484
C12 -5.681 -0.021 -1.524
C13 -5.106 -1.244 -1.837
C14 -4.028 -1.716 -1.102
C15 0.769 -2.823 -0.305
P2 1.123 -1.146 -1.021
C16 0.570 -1.318 -2.723
C17 1.178 -2.208 -3.610
C18 0.638 -2.397 -4.873
C19 -0.514 -1.719 -5.250
C20 -1.145 -0.862 -4.359
C21 -0.605 -0.665 -3.098
C22 2.925 -1.114 -0.830
C23 3.815 -1.077 -1.898
C24 5.182 -1.129 -1.659
C25 5.663 -1.196 -0.360
C26 4.776 -1.210 0.710
C27 3.412 -1.175 0.479
H1 -0.975 -3.049 -1.588
H2 -0.489 -4.493 -0.739
H3 -1.307 -3.640 1.402
H4 -2.586 -3.675 0.204
H5 -4.589 -1.059 2.439
H6 -5.060 -1.208 4.845
H7 -3.258 -1.784 6.432
H8 -0.975 -2.240 5.604
H9 -0.484 -2.095 3.198
H10 -3.694 0.887 1.062
H11 -5.620 1.700 -0.242
H12 -6.532 0.335 -2.089
H13 -5.502 -1.838 -2.650
H14 -3.594 -2.674 -1.359
H15 1.567 -3.448 -0.710
H16 0.929 -2.764 0.775
H17 2.058 -2.767 -3.317
H18 1.114 -3.081 -5.562
H19 -0.925 -1.866 -6.240
H20 -2.052 -0.347 -4.647
H21 -1.104 0.008 -2.404
H22 3.455 -0.990 -2.915
H23 5.870 -1.121 -2.493
H24 6.729 -1.237 -0.180
H25 5.150 -1.258 1.724
H26 2.728 -1.200 1.321
C28 -0.634 1.475 2.999
C29 -1.346 2.253 2.173
C30 -1.227 2.312 0.633
C31 0.067 3.083 0.326
N1 1.180 1.238 1.535
C32 0.439 0.557 2.559
C33 2.672 2.684 0.091
C34 3.853 2.920 -0.491
C35 3.919 2.750 -1.917
C36 2.888 2.411 -2.777
C37 1.646 1.834 -2.515
C38 1.399 1.419 -1.188
H27 -0.886 1.505 4.054
H28 -2.105 2.896 2.605
H29 -2.025 2.880 0.172
H30 1.062 0.090 3.306
H31 4.712 3.282 0.057
H32 4.852 3.032 -2.388
H33 3.067 2.681 -3.815
H34 0.887 1.817 -3.283
Cl1 1.281 1.971 0.271
C39 0.188 4.540 0.121
Cl2 1.300 5.348 1.288
H35 -0.789 4.984 0.285
H36 0.558 4.801 -0.872

## Properties
Multiplicity = 1
Frontier orbital gap (alpha / beta) = 5.55 / 5.68 eV
Charge = +2
ΔE to the lowest compared entry with this formula, charge and spin = 537.3 kcal per mole
HOMO level (alpha / beta) = -12.4883 / -12.6271 eV
LUMO level (alpha / beta) = -6.943 / -6.951 eV